Record 1
Entry from OMol25: C17H29NO6RuS as an isolated structure in a non-equilibrium geometry (wB97M-V/def2-TZVPD).

Last column: Mulliken charge in e.
Cartesian coordinates (Å):
Ru -0.664 -0.289 -0.349  0.89
C 1.775 -1.906 -1.212  -0.65
C 1.723 -0.887 -2.292  -0.59
O 1.061 0.252 -1.715  -0.20
C 0.769 1.264 -2.704  -0.80
C 0.174 2.405 -1.965  -0.61
O -1.059 1.929 -1.418  -0.08
C -1.733 2.934 -0.649  -0.82
C -1.827 2.478 0.800  -0.60
O -0.795 1.494 1.024  0.18
C -0.014 1.642 2.228  -0.62
C 1.257 0.870 1.990  -0.75
O 0.895 -0.453 1.575  0.05
C 0.481 -1.322 2.640  -0.66
C -1.006 -1.569 2.480  -0.57
O -1.346 -1.789 1.091  -0.10
C -1.137 -3.128 0.592  -0.40
C 0.241 -3.280 0.027  -0.58
O 0.394 -2.208 -0.918  -0.11
H 2.252 -1.509 -0.312  0.27
H 2.304 -2.802 -1.539  0.54
H 1.148 -1.244 -3.150  0.38
H 2.726 -0.611 -2.621  0.41
H 0.076 0.852 -3.442  0.41
H 1.687 1.576 -3.205  0.46
H 0.001 3.245 -2.641  0.47
H 0.837 2.729 -1.156  0.36
H -2.729 3.082 -1.062  0.36
H -1.183 3.871 -0.729  0.48
H -2.792 2.024 1.025  0.36
H -1.682 3.326 1.468  0.39
H -0.584 1.268 3.081  0.30
H 0.215 2.696 2.397  0.61
H 1.883 0.859 2.882  0.49
H 1.830 1.297 1.167  0.24
H 0.660 -0.870 3.617  0.49
H 1.076 -2.231 2.584  0.30
H -1.589 -0.702 2.780  0.24
H -1.330 -2.424 3.075  0.44
H -1.877 -3.263 -0.196  0.13
H -1.326 -3.860 1.378  0.44
H 0.314 -4.242 -0.485  0.56
H 1.032 -3.228 0.774  0.31
S -2.312 -0.764 -1.929  -0.43
C -3.581 -1.974 -1.753  0.36
N -3.740 -2.798 -2.809  0.00
C -4.730 -3.711 -2.896  -0.23
C -5.628 -3.842 -1.869  -0.62
C -5.494 -3.017 -0.755  -0.35
C -4.469 -2.082 -0.698  -0.22
H -3.091 -2.708 -3.584  0.26
H -4.764 -4.308 -3.796  0.47
H -6.423 -4.571 -1.942  0.45
H -6.198 -3.096 0.064  0.46
H -4.362 -1.422 0.150  0.44

For the frontier orbital gap (spin up / spin down), the calculation gives 6.81 / 7.13 eV. As for the net charge: +3. The energy above the lowest of the compared OMol25 structures with the same formula, charge and spin is 0.7977 eV. The spin multiplicity is 2. The calculation puts the energy at -45262.0879 eV. Its expectation value of S² is 0.870.

***

Record 2
Entry from OMol25: C28H47BrHgNP3 as an isolated structure in a non-equilibrium geometry (wB97M-V/def2-TZVPD).

Last column: Mulliken charge in e.
Cartesian coordinates (Å):
C 2.542 4.744 -0.893  -0.27
C 1.469 4.413 -1.756  0.48
C 1.766 4.072 -3.076  -0.38
C 3.108 4.016 -3.473  -0.47
N 4.103 4.270 -2.641  -0.53
C 3.831 4.659 -1.394  -0.51
C 0.106 4.327 -1.311  -0.30
C -0.970 4.100 -0.775  0.29
C -1.902 3.576 0.159  0.21
C -1.437 3.317 1.473  -0.36
C -2.042 2.284 2.213  -0.51
C -2.881 1.458 1.496  -0.13
C -3.572 1.832 0.354  -0.47
C -3.109 2.999 -0.294  -0.74
Hg -0.746 -0.361 1.652  1.41
P 1.462 -0.477 0.334  0.05
H 0.964 3.864 -3.786  0.44
H 2.349 5.069 0.124  0.53
H 3.337 3.750 -4.507  0.40
H 4.677 4.913 -0.759  0.39
H -3.583 3.338 -1.227  0.47
H -0.525 3.800 1.893  0.48
H -4.391 1.240 -0.022  0.71
H -1.771 2.040 3.256  0.55
C 2.322 -2.115 0.418  -0.56
C 3.488 -2.359 -0.548  -1.45
H 1.530 -2.865 0.266  0.55
H 2.649 -2.249 1.461  0.48
H 3.872 -3.374 -0.379  0.46
H 3.197 -2.300 -1.608  0.30
H 4.341 -1.679 -0.384  0.28
C 1.523 0.088 -1.421  0.08
C 2.871 0.593 -1.950  -1.19
H 0.771 0.888 -1.504  0.36
H 1.160 -0.751 -2.036  0.11
H 2.749 0.891 -2.996  0.48
H 3.226 1.480 -1.409  0.07
H 3.661 -0.169 -1.922  0.20
C 2.540 0.706 1.249  0.04
C 4.040 0.409 1.233  -1.46
H 2.163 0.732 2.284  0.08
H 2.327 1.698 0.822  0.35
H 4.546 1.147 1.870  0.48
H 4.287 -0.589 1.624  0.31
H 4.487 0.501 0.230  0.27
Br -3.188 -0.782 2.127  -0.34
P -2.164 -2.012 -0.996  0.65
C -0.921 -2.648 -2.177  -0.02
C -1.311 -3.905 -2.946  -1.48
H -0.010 -2.836 -1.575  -0.10
H -0.658 -1.842 -2.876  0.34
H -0.470 -4.200 -3.584  0.45
H -1.530 -4.751 -2.283  0.29
H -2.169 -3.735 -3.607  0.27
C -3.342 -3.369 -0.655  -0.73
C -4.606 -3.410 -1.492  -1.27
H -3.606 -3.278 0.415  0.37
H -2.788 -4.312 -0.738  0.45
H -5.265 -4.175 -1.069  0.44
H -5.152 -2.460 -1.478  0.25
H -4.428 -3.706 -2.532  0.22
C -3.012 -0.591 -1.807  0.08
C -3.339 -0.716 -3.287  -1.36
H -2.362 0.290 -1.652  0.21
H -3.925 -0.364 -1.240  0.09
H -3.801 0.224 -3.617  0.45
H -2.450 -0.865 -3.911  0.27
H -4.063 -1.510 -3.494  0.24
C -1.496 -1.703 5.065  -1.23
P -0.230 -0.818 4.101  0.61
C 0.204 0.644 5.085  -1.39
C 1.254 -1.891 4.062  -1.09
H -2.499 -1.381 4.754  0.32
H -1.336 -1.521 6.136  0.43
H -1.425 -2.778 4.861  0.39
H 0.680 0.287 6.009  0.51
H 0.889 1.307 4.543  0.31
H -0.685 1.222 5.356  0.40
H 1.588 -2.067 5.090  0.54
H 1.026 -2.859 3.593  0.33
H 2.054 -1.415 3.481  0.13

For the frontier orbital gap, the calculation gives 5.90 eV. As for the net charge: +2. The calculation puts the energy at -133355.0961 eV.

***

Record 3
Entry from OMol25: C20H40MoO7PS2Si2Te as an isolated structure in a non-equilibrium geometry (wB97M-V/def2-TZVPD).

Last column: Mulliken charge in e.
Cartesian coordinates (Å):
Mo 0.861 -0.541 0.429  -0.06
O -0.066 0.358 4.345  -0.68
C 0.580 0.062 3.374  -0.16
O 0.056 -0.540 2.333  0.04
C 2.089 0.322 3.256  0.20
C 2.826 -0.932 2.734  -0.18
C 4.309 -0.817 3.095  -0.93
C 4.755 0.313 2.146  -0.89
C 3.480 0.564 1.332  -0.21
O 2.829 -0.721 1.311  -0.40
C 2.428 1.345 2.127  0.15
C 1.201 1.458 1.244  -0.48
O 1.238 1.497 -0.027  -0.49
O 0.145 1.997 1.851  -0.88
H 2.457 0.652 4.228  0.76
H 2.349 -1.885 2.981  0.59
H 4.453 -0.581 4.146  0.39
H 4.835 -1.749 2.888  0.39
H 5.075 1.210 2.671  0.37
H 5.560 -0.011 1.490  0.38
H 3.637 0.930 0.310  0.81
H 2.736 2.317 2.508  0.60
C -1.441 -3.184 -3.699  -0.84
C -0.657 -4.171 -2.860  -0.25
O 0.727 -3.758 -2.679  -0.38
P 1.197 -2.673 -1.658  0.90
S 0.884 -2.988 0.340  -0.39
S 0.447 -0.767 -1.927  -0.39
O 2.752 -2.597 -1.780  -0.12
C 3.655 -2.949 -2.876  -0.17
C 4.992 -2.317 -2.550  -1.21
H -2.454 -3.552 -3.829  0.41
H -0.993 -3.081 -4.682  0.31
H -1.486 -2.205 -3.226  0.12
H -0.577 -5.134 -3.366  0.29
H -1.110 -4.308 -1.875  0.33
H 3.244 -2.574 -3.814  0.35
H 3.729 -4.037 -2.912  0.30
H 4.912 -1.231 -2.522  0.28
H 5.714 -2.597 -3.311  0.43
H 5.352 -2.671 -1.585  0.30
C -2.753 4.784 -2.187  -1.14
Si -1.527 3.400 -1.753  0.28
C -1.996 1.705 -2.509  -0.44
C 0.301 3.818 -2.064  -0.76
C -1.867 3.127 0.165  -0.90
Te -1.339 1.201 0.837  1.18
C -2.553 1.015 2.516  -0.59
Si -3.766 -0.293 1.763  -0.19
C -2.657 -1.763 1.246  -0.75
C -4.319 0.580 0.159  -0.64
C -5.120 -0.644 3.029  -1.10
H -2.675 5.044 -3.236  0.37
H -2.542 5.688 -1.619  0.36
H -3.787 4.509 -1.997  0.35
H -1.608 1.602 -3.518  0.47
H -3.072 1.556 -2.574  0.39
H -1.565 0.892 -1.911  -0.42
H 0.511 3.848 -3.130  0.41
H 0.968 3.080 -1.622  0.06
H 0.564 4.793 -1.660  0.35
H -2.924 3.267 0.399  0.58
H -1.264 3.779 0.807  0.75
H -2.997 1.986 2.748  0.71
H -1.978 0.642 3.368  0.40
H -2.317 -1.665 0.208  0.15
H -3.177 -2.714 1.324  0.57
H -1.788 -1.834 1.904  0.17
H -3.425 0.971 -0.340  -0.11
H -4.993 1.411 0.352  0.36
H -4.834 -0.085 -0.528  0.44
H -4.721 -1.001 3.973  0.37
H -5.800 -1.398 2.654  0.37
H -5.706 0.247 3.235  0.36

For the frontier orbital gap (spin up / spin down), the calculation gives 6.56 / 6.90 eV. As for the net charge: +2. The energy above the lowest of the compared OMol25 structures with the same formula, charge and spin is 1.5712 eV. The spin multiplicity is 2. The calculation puts the energy at -91573.5891 eV. Its expectation value of S² is 0.762.

***

Record 4
Entry from OMol25: C27H35ClN3O4RuS2 as an isolated structure (wB97M-V/def2-TZVPD).

Last column: Mulliken charge in e.
Cartesian coordinates (Å):
Ru -1.036 0.254 0.606  2.45
O 1.031 0.691 0.913  -0.20
C 2.074 0.429 -0.059  -0.66
C 2.436 -1.040 -0.122  -0.91
C 1.225 -1.967 -0.308  -1.00
C 0.358 -1.547 -1.461  0.50
C 0.616 -2.046 -2.733  -0.73
C -0.121 -1.617 -3.819  -0.77
C -1.126 -0.684 -3.606  -1.07
C -1.343 -0.231 -2.324  -0.89
N -0.626 -0.644 -1.262  1.43
H 1.358 0.561 1.819  0.06
H 2.937 1.042 0.200  0.48
H 1.667 0.792 -1.002  0.29
H 2.963 -1.335 0.788  0.43
H 3.142 -1.166 -0.947  0.45
H 0.646 -2.006 0.611  -0.13
H 1.590 -2.976 -0.497  0.85
H 1.411 -2.770 -2.854  0.61
H 0.083 -1.998 -4.810  0.46
H -1.731 -0.304 -4.418  0.58
H -2.104 0.507 -2.118  0.52
O -1.046 1.934 -0.527  -0.08
S -1.935 3.177 -0.198  0.01
C -1.541 3.650 1.453  0.42
C -0.233 3.933 1.832  -0.26
C 0.016 4.253 3.153  -0.84
C -1.035 4.302 4.068  -0.50
C -2.334 4.026 3.674  -0.75
C -2.596 3.688 2.353  -0.27
C -1.162 4.445 -1.166  0.49
C 0.086 4.259 -1.737  0.10
C 0.640 5.303 -2.464  -0.83
C -0.050 6.500 -2.605  -0.49
C -1.304 6.663 -2.031  -0.73
C -1.875 5.628 -1.310  -0.49
H 0.569 3.914 1.103  0.50
H 1.023 4.484 3.473  0.46
H -0.832 4.570 5.096  0.45
H -3.144 4.075 4.389  0.47
H -3.603 3.458 2.028  0.43
H 0.605 3.317 -1.624  0.35
H 1.612 5.181 -2.922  0.43
H 0.390 7.309 -3.173  0.42
H -1.841 7.594 -2.151  0.43
H -2.856 5.744 -0.863  0.46
Cl 1.356 -0.177 4.318  -0.17
C -0.397 -0.556 4.369  -0.70
C -0.874 -0.285 2.978  0.28
O -1.261 0.856 2.620  -0.36
O -0.753 -1.170 2.061  -0.76
H -0.866 0.110 5.085  0.36
H -0.511 -1.599 4.645  0.38
C -3.349 -3.048 -2.057  -1.40
N -3.349 -2.331 -0.781  0.10
C -2.611 -3.009 0.281  -1.30
C -3.860 -1.109 -0.645  0.40
S -3.313 -0.022 0.616  -0.44
N -4.877 -0.714 -1.411  0.20
C -5.891 -1.652 -1.911  -1.16
C -5.246 0.694 -1.568  -1.02
H -2.337 -3.420 -2.225  0.42
H -3.610 -2.378 -2.870  0.48
H -4.032 -3.898 -2.044  0.38
H -2.903 -4.058 0.276  0.41
H -2.845 -2.575 1.247  0.51
H -1.535 -2.942 0.110  0.21
H -5.805 -2.606 -1.401  0.40
H -5.813 -1.797 -2.988  0.37
H -6.869 -1.229 -1.687  0.41
H -4.377 1.334 -1.452  0.33
H -6.002 0.980 -0.835  0.35
H -5.657 0.823 -2.568  0.40

For the frontier orbital gap (spin up / spin down), the calculation gives 8.91 / 7.51 eV. As for the net charge: +2. The energy above the lowest of the compared OMol25 structures with the same formula, charge and spin is 0.0000 eV. The spin multiplicity is 2. The calculation puts the energy at -77990.3005 eV. Its expectation value of S² is 0.755.

***

Record 5
Entry from OMol25: a 2-piece molecular cluster, C2H3F2NO5S overall in a non-equilibrium geometry (wB97M-V/def2-TZVPD).

Last column: Mulliken charge in e.
Cartesian coordinates (Å):
C 0.116 0.064 -0.021  -0.80
O -0.757 -0.313 -1.115  -0.25
C -2.064 -0.335 -1.013  0.59
O -2.738 -0.073 -0.066  -0.48
N -2.700 -0.473 -2.304  0.22
F -3.926 -1.164 -2.076  -0.17
F -1.966 -1.151 -3.225  -0.13
H 0.202 -0.832 0.776  0.26
H -0.290 0.720 0.767  0.36
H 0.984 0.292 -0.485  0.41
O 1.881 -2.071 -0.349  -0.37
S 1.697 -2.134 -1.758  1.14
O 0.691 -3.000 -2.291  -0.37
O 2.582 -1.381 -2.629  -0.39

For the frontier orbital gap, the calculation gives 10.21 eV. As for the net charge: 0. Its SMILES is COC(=O)N(F)F.O=S(=O)=O. The energy above the lowest of the compared OMol25 structures with the same formula, charge and spin is 0.4736 eV. The calculation puts the energy at -30114.2156 eV.

***

Record 6
Entry from OMol25: C3H5ClN2O3 as an isolated structure in a non-equilibrium geometry (wB97M-V/def2-TZVPD).

Last column: Mulliken charge in e.
Cartesian coordinates (Å):
C 0.564 1.629 -0.047  -0.94
C -2.716 -1.130 0.058  -0.47
C 0.912 0.237 0.009  0.13
N 0.012 -0.643 -0.052  0.32
N 2.347 -0.059 0.010  0.94
O 2.642 -1.268 -0.015  -0.56
O 0.058 -1.884 -0.201  -0.41
O 3.057 0.948 -0.058  -0.54
Cl -1.931 -2.590 0.095  0.07
H 0.853 2.089 0.958  0.25
H 0.865 2.360 -0.820  0.29
H -0.543 1.828 0.004  0.28
H -3.172 -0.798 0.952  0.33
H -2.948 -0.720 -0.892  0.32

For the frontier orbital gap (spin up / spin down), the calculation gives 8.95 / 7.84 eV. As for the net charge: 0. The energy above the lowest of the compared OMol25 structures with the same formula, charge and spin is 7.1379 eV. The calculation puts the energy at -24828.4014 eV.